ORCA calculation (wB97M-V/def2-TZVPD) on a 3-piece molecular cluster, C3H13N3O overall.

Results
* largest force on an atom: 0.4 eV/A
* M: 107.16 g/mol
* net charge: 0
* HOMO energy (spin up / spin down): -8.34 / -8.34 eV
* ΔE to the lowest compared entry with this formula, charge and spin: 447.8 kJ/mol

Bonds (Å) are listed after each position.
Positions of all 20 atoms, in Å:
1 C 1.787 0.008 -0.368  N2 1.478, N3 1.450, N4 1.460, H5 1.093
2 N 0.642 -0.881 -0.662  C1 1.478, H8 1.024, H9 1.016
3 N 1.372 1.259 0.235  C1 1.450, H6 1.014, H10 1.023
4 N 2.742 -0.748 0.437  C1 1.460, H7 1.016, H11 1.017
5 H 2.277 0.236 -1.319  C1 1.093
6 H 1.060 1.909 -0.478  N3 1.014
7 H 3.533 -0.148 0.651  N4 1.016
8 H 0.133 -1.134 0.190  N2 1.024
9 H 0.929 -1.699 -1.191  N2 1.016
10 H 0.569 1.093 0.847  N3 1.023
11 H 2.314 -0.986 1.328  N4 1.017
12 C -1.160 0.100 -1.288  H17 1.080, H18 1.081, H19 1.080
13 C -2.462 0.087 1.228  O14 1.379, H15 1.104, H16 1.101, H20 1.114
14 O -1.150 -0.068 0.831  C13 1.379
15 H -2.984 -0.869 1.403  C13 1.104
16 H -2.543 0.688 2.147  C13 1.101
17 H -1.848 -0.731 -1.334  C12 1.080
18 H -0.566 0.224 -2.182  C12 1.081
19 H -1.583 1.030 -0.940  C12 1.080
20 H -3.063 0.633 0.465  C13 1.114